# 1
Molecular formula: C2H5IN2OS
Method: DFT, ωB97M-V with the def2-TZVPD basis set

Geometry (Å):
C  0.444  -0.396  -1.016
C  0.220  -1.003  0.306
N  -0.035  1.035  -0.948
N  0.446  0.491  1.311
O  -1.991  1.156  0.546
S  -0.606  1.633  0.547
I  -1.561  -1.990  0.572
H  1.518  -0.367  -1.331
H  -0.248  -0.798  -1.614
H  1.158  -1.655  0.645
H  0.513  1.780  -1.356
H  0.142  0.115  2.337

Summary:
Energy above the lowest of the compared OMol25 structures with the same formula, charge and spin, eV: 1.937
HOMO-LUMO gap, eV: 9.52
Total charge: 0
HOMO, eV: -9.02

***

# 2
Molecular formula: C2H5INO
Method: DFT, ωB97M-V with the def2-TZVPD basis set

Geometry (Å):
I  13.743  1.574  -21.764
O  16.755  5.752  -19.441
C  17.440  5.180  -18.622
N  17.254  3.852  -18.339
C  18.438  5.929  -17.776
H  17.997  3.410  -17.817
H  16.635  3.294  -18.910
H  19.150  5.142  -17.529
H  17.926  6.272  -16.877
H  18.716  6.698  -18.496

Summary:
Energy above the lowest of the compared OMol25 structures with the same formula, charge and spin, eV: 0.899
HOMO-LUMO gap, eV: 6.13
Total charge: -1
HOMO, eV: -3.20

***

# 3
Molecular formula: C2H5INO
Method: DFT, ωB97M-V with the def2-TZVPD basis set

Geometry (Å):
C  0.489  2.164  0.122
C  0.847  -1.030  -0.326
N  -0.044  -1.838  0.079
O  -0.039  -3.120  0.091
I  -3.874  0.693  -0.011
H  1.057  2.820  0.628
H  0.908  1.716  -0.704
H  -0.137  1.448  0.627
H  1.660  -1.323  -1.114
H  -0.867  -1.529  0.609

Summary:
Energy above the lowest of the compared OMol25 structures with the same formula, charge and spin, eV: 10.105
HOMO-LUMO gap (alpha / beta), eV: 4.19 / 3.61
Total charge: -1
HOMO (alpha / beta), eV: -4.02 / -3.73

***

# 4
Molecular formula: C2H5IOS
Method: DFT, ωB97M-V with the def2-TZVPD basis set

Geometry (Å):
C  -0.202  -0.112  -0.560
C  0.943  -0.028  0.417
O  2.059  2.471  0.533
S  2.181  1.009  -0.381
I  4.092  -0.276  -0.011
H  -0.176  0.817  -1.110
H  -0.030  -0.818  -1.262
H  -1.158  -0.208  -0.049
H  1.282  -1.055  0.632
H  0.608  0.710  1.165

Summary:
Energy above the lowest of the compared OMol25 structures with the same formula, charge and spin, eV: 2.112
HOMO-LUMO gap, eV: 8.66
Total charge: 0
HOMO, eV: -9.41

***

# 5
Molecular formula: C2H5IOS
Method: DFT, ωB97M-V with the def2-TZVPD basis set

Geometry (Å):
C  0.260  0.721  -0.839
C  -0.657  -0.476  -0.489
O  -3.272  0.595  -0.642
S  -2.236  -0.414  -1.472
I  -1.829  0.981  -3.375
H  0.682  0.667  -1.911
H  0.000  1.785  -0.756
H  1.140  0.588  -0.301
H  -0.998  -0.468  0.536
H  -0.347  -1.550  -0.585

Summary:
Energy above the lowest of the compared OMol25 structures with the same formula, charge and spin, eV: 1.850
HOMO-LUMO gap, eV: 8.32
Total charge: 0
HOMO, eV: -9.23

***

# 6
Molecular formula: C2H5IS
Method: DFT, ωB97M-V with the def2-TZVPD basis set

Geometry (Å):
C  0.500  1.088  -0.356
C  -1.581  -1.346  0.645
S  0.687  2.658  0.407
I  -3.004  -0.093  -0.064
H  0.488  0.267  0.253
H  0.404  0.955  -1.430
H  -1.938  -2.364  0.652
H  -0.894  -0.799  1.209
H  0.309  3.392  -0.623

Summary:
Energy above the lowest of the compared OMol25 structures with the same formula, charge and spin, eV: 3.836
HOMO-LUMO gap (alpha / beta), eV: 8.61 / 7.02
Total charge: 0
HOMO (alpha / beta), eV: -8.32 / -7.48

***

# 7
Molecular formula: C2H5ISi
Method: DFT, ωB97M-V with the def2-TZVPD basis set

Geometry (Å):
Si  -1.469  0.242  -0.015
I  -3.732  -0.845  -0.003
H  -0.387  -0.400  0.847
H  -0.800  -0.061  -1.224
H  -1.792  1.551  -0.208
C  1.739  -0.554  -0.075
C  2.264  0.381  0.425
H  1.173  -1.400  -0.346
H  3.003  1.085  0.598

Summary:
Energy above the lowest of the compared OMol25 structures with the same formula, charge and spin, eV: 2.431
HOMO-LUMO gap, eV: 10.16
SMILES: [SiH3]I.C#C
Total charge: 0
HOMO, eV: -9.69

***

# 8
Molecular formula: C2H5LaLiO2
Method: DFT, ωB97M-V with the def2-TZVPD basis set

Geometry (Å):
O  0.508  0.587  -1.995
C  -0.762  0.720  -1.601
C  -1.251  0.895  -0.370
Li  0.741  -0.159  -3.655
La  2.564  1.054  -0.732
H  -2.368  0.893  -0.473
H  -1.496  1.137  -2.348
H  -0.644  0.634  0.500
H  0.022  0.617  2.734
O  0.594  0.207  3.398
H  0.037  -0.381  3.916

Summary:
HOMO-LUMO gap (alpha / beta), eV: 6.09 / 7.16
Total charge: +2
Multiplicity: 2
HOMO (alpha / beta), eV: -15.38 / -16.40